1.
The following is a DFT calculation (ωB97M-V/def2-TZVPD) of C6H12N2O2 as an isolated structure at a distorted geometry.

Its lowest unoccupied orbital energy is 0.0048 Eh. The charge is 0. As for the orbital gap: 8.42 eV. The calculation puts the energy relative to the best compared isomer or geometry (same formula, charge and spin) at 69.08 kcal/mol.

```
22
C6H12N2O2 ωB97M-V/def2-TZVPD
C 0.5385 0.8367 0.1792
C 0.5448 -0.1102 1.2958
C -0.2257 2.1301 0.4160
C 1.8892 1.0716 -0.4759
N -1.5651 -0.6291 -0.6405
C -0.4252 0.0543 -1.2361
C -0.8316 -1.7596 -0.3329
N -1.4169 -2.9203 0.1259
O -0.4021 0.6856 -2.2541
O 0.1503 -1.6333 -1.1941
H -2.2054 -0.2066 0.0183
H -2.2214 -3.2318 -0.4049
H -0.7582 -3.6647 0.3053
H -0.1633 -1.0338 1.0211
H 0.1786 0.2881 2.2425
H 1.4753 -0.6619 1.4241
H -1.1675 1.9553 0.9398
H 0.3693 2.8155 1.0262
H -0.4440 2.6208 -0.5335
H 2.3900 0.1255 -0.6837
H 1.7616 1.6009 -1.4209
H 2.5290 1.6669 0.1825
```

=====

2.
The following is a DFT calculation (ωB97M-V/def2-TZVPD) of a 2-piece molecular cluster, C6H12N2O4 overall at a distorted geometry.

Its lowest unoccupied orbital energy is 0.0082 Eh. The SMILES is CC/C=[N+](\[O-])O.C/N=C/C(=O)O. The charge is 0. As for the orbital gap: 9.30 eV. The calculation puts the energy relative to the best compared isomer or geometry (same formula, charge and spin) at 127.38 kcal/mol.

```
24
C6H12N2O4 ωB97M-V/def2-TZVPD
C -2.1889 0.4638 0.6683
C 1.3480 -2.4635 -0.7423
C -0.0673 2.5438 -1.5172
C 0.1672 -2.0638 0.1226
C -1.1156 1.4490 0.3225
C 0.5161 -1.0727 1.1978
N 1.2490 -0.0911 0.9309
N -1.0259 1.6709 -0.9164
O -2.2694 -0.0548 1.7479
O -2.9297 0.1416 -0.3533
O 1.4570 0.7932 1.9955
O 1.6194 0.3066 -0.1317
H 1.6912 -1.8633 -1.5619
H 1.0253 -3.4540 -1.0635
H 2.1437 -2.7751 -0.0757
H -0.5110 3.3228 -2.1791
H 0.4284 3.1369 -0.6933
H 0.5397 1.8470 -2.0414
H -0.0438 -2.9587 0.7613
H -0.7021 -1.7530 -0.4557
H -0.4764 1.8229 1.1721
H 0.1707 -1.0521 2.2405
H 1.4700 1.7102 1.6896
H -2.4959 0.3936 -1.1174
```

=====

3.
The following is a DFT calculation (ωB97M-V/def2-TZVPD) of C6H12N2PRuS as an isolated structure at a distorted geometry.

As for the expectation value of S²: 6.030. Its lowest unoccupied orbital energy (alpha / beta) is -0.1236 / -0.1905 Eh. The charge is +1. The multiplicity is 5. As for the orbital gap (alpha / beta): 6.59 / 7.40 eV.

```
23
C6H12N2PRuS ωB97M-V/def2-TZVPD
C 0.5344 0.8519 -2.4159
C 0.3140 -0.1830 -3.3081
C -0.1684 -1.4391 -2.9083
C -0.5567 -1.7072 -1.5777
C -0.7611 -0.7338 -0.5919
Ru 0.8468 0.1659 -0.6605
P -0.0557 2.1089 0.0938
H 0.7808 1.8476 -2.8111
H 0.5517 -0.0039 -4.3621
H -0.2975 -2.2153 -3.6646
H -1.4438 -0.9371 0.2401
H -0.7857 -2.7398 -1.2889
H -1.3058 1.9883 0.7635
H -0.4709 3.0754 -0.8670
H 0.6444 2.9510 1.0146
N -0.0607 -1.5047 2.8115
C 0.5934 -0.3769 2.5104
N 0.2671 0.7357 3.1978
S 1.8955 -0.4168 1.3680
H -0.8602 -1.5100 3.4355
H 0.2412 -2.3752 2.3920
H 0.7474 1.6056 3.0080
H -0.6504 0.8123 3.6207
```

=====

4.
The following is a DFT calculation (ωB97M-V/def2-TZVPD) of an isolated ion of composition C6H12N3 and charge +1 at a distorted geometry.

Its lowest unoccupied orbital energy (alpha / beta) is -0.1889 / -0.1888 Eh. The charge is +1. As for the orbital gap (alpha / beta): 8.03 / 8.04 eV. The calculation puts the energy relative to the best compared isomer or geometry (same formula, charge and spin) at 143.92 kcal/mol.

```
21
C6H12N3 ωB97M-V/def2-TZVPD
C 0.6014 0.8827 2.0413
C -2.8975 0.2461 -0.6733
C -1.8876 0.0158 0.1459
C 0.5760 -0.3019 -0.4297
C 1.6493 0.4989 -0.9906
C 0.4199 -1.7481 -0.6530
N -0.3431 1.2732 1.2629
N 1.4067 -0.1103 1.6717
N -0.4554 0.5976 -0.0188
H 0.7076 1.3169 3.0509
H -3.9285 0.1629 -0.2552
H -2.9139 0.5240 -1.7452
H -2.0222 -0.4153 1.1285
H 1.6622 1.5278 -0.6563
H 1.6884 0.6173 -2.1423
H 2.6039 0.0859 -0.7310
H -0.1668 -1.8955 -1.6490
H 0.0899 -2.3423 0.2524
H 1.3792 -2.1132 -0.8092
H 2.3588 -0.1568 1.8909
H -0.5283 1.3341 -0.6908
```

=====

5.
The following is a DFT calculation (ωB97M-V/def2-TZVPD) of C6H12N3 as an isolated structure at a distorted geometry.

Its lowest unoccupied orbital energy is -0.1279 Eh. The charge is +1. As for the orbital gap: 9.49 eV. The calculation puts the energy relative to the best compared isomer or geometry (same formula, charge and spin) at 115.04 kcal/mol.

```
21
C6H12N3 ωB97M-V/def2-TZVPD
C -0.9947 -1.5529 -0.4137
C 2.5987 -0.9514 0.7629
C 1.9426 0.1333 0.2859
C -2.1214 -0.9621 0.3420
C -0.6659 0.7095 1.0245
C 0.6795 1.0550 -1.3772
N 0.2279 -1.1258 -0.6277
N -1.8527 0.4220 0.5022
N 0.6669 0.1708 -0.2836
H -1.2236 -2.5037 -0.7519
H 3.4580 -0.8507 1.2899
H 2.1399 -2.0187 0.8728
H 2.3311 1.1497 0.2867
H -3.0624 -1.0445 -0.2324
H -2.2975 -1.3761 1.3459
H -0.2769 1.7152 1.0314
H -0.2958 -0.0596 1.7040
H 1.2844 1.9589 -1.3727
H 0.9887 0.3496 -2.1359
H -0.3596 1.1546 -1.5014
H -2.3501 1.1978 0.0572
```

=====

6.
The following is a DFT calculation (ωB97M-V/def2-TZVPD) of a 2-piece molecular cluster, C6H12N3O2S overall at a distorted geometry.

Its lowest unoccupied orbital energy (alpha / beta) is -0.1848 / -0.1428 Eh. The charge is +1. As for the orbital gap (alpha / beta): 6.21 / 7.84 eV. The calculation puts the energy relative to the best compared isomer or geometry (same formula, charge and spin) at 169.93 kcal/mol.

```
24
C6H12N3O2S ωB97M-V/def2-TZVPD
C 0.5433 -0.8994 -3.1413
C 0.7392 -1.8766 -2.3669
C -0.5793 0.0744 -3.0800
C -0.3899 -0.8128 -0.1872
C -1.3062 0.4762 -2.0623
C -2.4447 1.4801 -2.0188
N -0.8309 0.2406 -0.7128
N 2.0858 -1.2076 0.8977
N 0.4444 0.9294 4.1891
O 1.0199 0.9433 1.5413
O 0.1103 -1.1312 2.4884
S 0.6690 -0.4279 1.2966
H 1.1109 -0.7498 -4.0841
H 0.8242 -2.8048 -1.7935
H -0.7298 0.4293 -4.0625
H -3.2175 0.8956 -1.7479
H -2.6850 1.8282 -3.0406
H -1.9974 2.2062 -1.3883
H 0.3236 -0.2049 4.2667
H 2.1533 -2.1647 1.2345
H 2.9478 -0.7658 1.3951
H -0.5329 1.3195 4.2820
H 0.7316 1.0949 3.0730
H 1.0104 1.1278 5.0220
```